Density functional theory data (ωB97M-V/def2-TZVPD) for C17H16N2O5S in the gas phase.

Values from the calculation:
* relative energy (zero: lowest compared OMol25 entry of this formula, charge and spin): 183.8 kJ/mol
* SMILES: O=C(O)CCCC(=O)Nc1ccc(Sc2ccc([N+](=O)[O-])cc2)cc1
* DFT total energy: -41940.530 eV
* HOMO: -8.53 eV
* strongest force on any atom: 1.5 eV/Å
* 2S+1: 1
* orbital gap: 8.184 eV

Each line ends with the Löwdin charge.
Atoms and positions in Å:
S -2.135 2.365 0.734  1.016
O 6.737 -1.356 2.129  0.134
O 3.665 0.625 -2.607  0.079
O 4.622 -1.550 1.473  0.082
O -5.972 -2.810 -0.768  0.074
O -7.449 -1.459 0.018  0.074
N -6.307 -1.747 -0.281  -0.367
N 3.034 -0.261 -0.598  0.134
C 1.208 0.105 0.884  -0.008
C 3.862 -0.118 -1.673  -0.466
C -0.589 1.572 0.308  -0.554
C 5.106 -0.992 -1.573  -0.099
C 5.684 -0.976 1.416  -0.524
C -5.626 0.457 0.522  0.007
C -5.288 -0.771 -0.044  -0.161
C -3.968 -1.057 -0.384  0.014
C 1.829 0.379 -0.337  -0.205
C 1.225 1.265 -1.229  0.005
C -4.642 1.389 0.750  -0.099
C -3.314 1.107 0.415  -0.509
C 5.980 0.207 0.534  -0.090
C 0.021 1.859 -0.902  -0.085
C -2.984 -0.122 -0.157  -0.063
C 6.264 -0.236 -0.912  -0.157
C 0.008 0.702 1.209  -0.100
H 6.856 0.722 0.927  0.124
H -0.471 0.491 2.153  0.113
H 6.480 0.657 -1.500  0.123
H -0.449 2.545 -1.590  0.110
H 1.678 -0.577 1.577  0.115
H -1.962 -0.340 -0.424  0.105
H -4.881 2.346 1.188  0.105
H 7.152 -0.871 -0.921  0.120
H 6.535 -2.133 2.676  0.140
H 3.356 -0.876 0.147  0.103
H -3.735 -2.014 -0.826  0.122
H 5.124 0.884 0.549  0.127
H 5.405 -1.253 -2.589  0.125
H 1.703 1.483 -2.169  0.102
H -6.656 0.654 0.774  0.121
H 4.884 -1.909 -1.026  0.114

Cartesian forces, eV/Å:
0.39 0.05 -0.01
0.68 -0.10 0.31
0.01 0.25 -0.25
-0.18 -0.18 0.07
-0.02 -0.15 -0.06
-0.18 -0.01 0.02
-0.53 -0.54 -0.13
-0.01 -0.31 0.32
0.05 -0.02 -0.04
0.26 -0.48 0.12
-0.59 0.39 0.18
0.09 0.15 -0.15
-0.29 0.23 -0.10
-0.20 -0.39 -0.14
1.06 0.98 0.23
-0.47 -0.21 -0.01
-0.37 0.31 -0.06
0.20 0.00 -0.19
0.32 -0.04 -0.07
-0.01 -0.14 -0.09
0.22 -0.01 -0.04
-0.06 -0.12 0.21
-0.04 0.21 0.09
-0.11 -0.07 0.08
0.11 0.00 -0.11
-0.09 0.06 -0.01
-0.03 -0.01 0.08
0.07 -0.03 0.01
-0.05 0.05 -0.07
0.07 -0.09 0.08
0.02 -0.03 -0.02
-0.10 0.09 0.07
0.02 0.06 -0.05
-0.25 0.11 -0.20
0.07 0.09 -0.21
0.00 -0.02 -0.01
0.03 -0.05 0.11
-0.11 -0.01 0.05
0.02 0.00 -0.01
-0.03 0.01 0.01
0.01 -0.03 -0.04